(1)
11
Properties=species:S:1:pos:R:3 method="wB97M-V/def2-TZVPD" energy_ev=-8774.3259 multiplicity=1 charge=0 homo_lumo_gap_ev=9.552 e_above_lowest_kcal_mol=77.7
O 2.245 -0.792 -0.623
C 1.830 -0.148 0.310
C 0.379 0.203 0.491
N -0.380 -0.336 -0.601
C -1.660 -0.179 -0.819
O -2.341 0.556 0.085
H 2.506 0.224 1.102
H 0.029 -0.193 1.454
H 0.271 1.294 0.546
H 0.109 -0.876 -1.299
H -2.989 0.248 -0.645

(2)
54
Properties=species:S:1:pos:R:3 method="wB97M-V/def2-TZVPD" energy_ev=-33859.9860 multiplicity=1 charge=0 homo_lumo_gap_ev=7.890 e_above_lowest_kcal_mol=65.0
N -1.038 -0.137 2.893
C -1.597 -0.154 1.576
C -0.792 0.023 0.502
C 0.614 0.315 0.560
C 1.371 0.682 -0.455
C -2.903 -0.806 1.416
H -1.670 -0.107 3.675
H -0.122 0.131 3.052
H -1.272 -0.172 -0.449
H 1.126 0.258 1.573
H 2.393 0.823 -0.476
H 1.016 0.653 -1.525
H -2.797 -1.873 1.224
H -3.258 -0.443 0.454
H -3.599 -0.763 2.243
H 2.853 -2.392 -0.130
H 2.794 -3.565 -1.201
O 2.300 -3.002 -0.643
H -2.525 0.678 -3.649
H -2.570 -0.462 -2.575
O -2.355 0.567 -2.682
H 0.774 -1.955 2.801
H 0.943 -3.088 1.776
O 1.396 -2.619 2.519
H 0.307 2.567 1.364
H 0.831 4.156 1.464
O 1.039 3.177 1.315
H 0.378 -2.952 -0.241
H 0.322 -4.436 0.083
O 0.080 -3.574 0.414
H 1.070 -2.445 -1.928
H 1.294 -1.084 -2.602
O 0.683 -1.816 -2.496
H 3.182 -1.764 1.877
H 3.672 -0.827 0.728
O 3.663 -1.716 1.041
H -2.690 1.698 -1.468
H -3.901 2.432 -0.855
O -2.969 2.361 -0.795
H 0.511 2.330 -2.826
H -0.397 1.242 -3.286
O 0.560 1.494 -3.409
H -1.767 2.368 1.832
H -2.043 2.978 0.415
O -1.576 3.142 1.266
H 2.722 2.392 1.736
H 3.367 1.542 2.916
O 3.328 1.639 1.931
H 1.269 3.190 -0.540
H -0.161 3.086 -1.010
O 0.729 3.249 -1.354
H -1.112 -1.905 -3.216
H -1.548 -2.934 -2.192
O -1.926 -2.184 -2.641

(3)
57
Properties=species:S:1:pos:R:3 method="wB97M-V/def2-TZVPD" energy_ev=-135151.0245 multiplicity=4 charge=0 homo_lumo_gap_ev="8.251 / 7.478"
Re 0.288 0.943 -0.570
C 1.034 -1.738 2.695
C 0.170 -1.041 1.894
N 0.846 -0.452 0.895
N 2.147 -0.744 1.047
C 2.295 -1.503 2.159
B 3.279 -0.051 0.254
N 3.070 -0.133 -1.273
C 3.862 -0.559 -2.270
C 3.160 -0.417 -3.445
C 1.936 0.132 -3.065
N 1.888 0.294 -1.760
N 3.112 1.438 0.678
C 4.013 2.339 1.096
C 3.469 3.594 0.983
C 2.159 3.391 0.515
N 1.966 2.107 0.310
H 0.814 -2.335 3.570
H -0.872 -0.813 2.017
H 3.284 -1.811 2.454
H 4.338 -0.386 0.620
H 4.850 -0.997 -2.107
H 3.487 -0.571 -4.444
H 1.077 0.354 -3.678
H 4.984 2.042 1.406
H 3.915 4.557 1.222
H 1.364 4.072 0.275
S 1.209 4.842 -2.677
C 0.565 3.463 -2.201
N 0.148 2.429 -1.809
C -1.487 -5.361 0.387
C -0.562 -4.295 -0.076
C 0.757 -4.563 -0.284
C 1.439 -3.540 -0.913
N 0.864 -2.389 -1.260
C -0.411 -2.206 -0.913
S -1.250 -0.665 -1.382
N -1.136 -3.111 -0.383
H -2.252 -5.000 1.008
H -0.979 -6.178 1.017
H -1.983 -5.901 -0.413
H 1.206 -5.510 -0.100
H 2.485 -3.558 -1.192
Br -8.266 2.556 0.860
C -6.409 2.394 1.051
C -5.546 3.475 1.108
C -4.191 3.259 0.947
C -3.691 1.989 0.726
C -4.556 0.892 0.728
C -5.925 1.103 0.909
C -2.312 1.889 0.026
O -1.205 1.491 0.671
O -2.318 2.006 -1.186
H -5.911 4.476 1.316
H -3.485 4.094 0.997
H -4.102 -0.075 0.606
H -6.631 0.279 0.952

(4)
79
Properties=species:S:1:pos:R:3 method="wB97M-V/def2-TZVPD" energy_ev=-61358.6795 multiplicity=1 charge=0 homo_lumo_gap_ev=7.339
Be 2.291 0.791 0.210
C 4.401 2.566 -0.435
N 3.618 1.932 0.647
C 4.444 1.041 1.456
C 4.647 -0.231 0.620
N 3.386 -0.603 -0.120
C 3.604 -0.729 -1.578
C 2.811 -1.810 0.465
C 3.244 -3.075 0.102
C 2.694 -4.193 0.712
C 1.721 -4.025 1.686
C 1.298 -2.759 2.050
C 1.839 -1.621 1.448
S 1.295 -0.002 1.818
C 2.774 2.935 1.258
C 3.098 3.592 2.429
C 2.222 4.547 2.933
C 1.051 4.827 2.246
C 0.729 4.154 1.078
C 1.580 3.182 0.562
S 1.182 2.189 -0.847
H 5.067 3.320 -0.007
H 3.716 3.029 -1.142
H 5.006 1.828 -0.958
H 3.904 0.816 2.373
H 5.416 1.486 1.701
H 4.939 -1.065 1.256
H 5.441 -0.089 -0.115
H 4.423 -1.413 -1.811
H 3.830 0.249 -1.996
H 2.687 -1.096 -2.034
H 4.011 -3.198 -0.652
H 3.024 -5.183 0.429
H 1.278 -4.890 2.163
H 0.529 -2.639 2.802
H 4.021 3.357 2.944
H 2.457 5.067 3.852
H 0.363 5.568 2.634
H -0.208 4.355 0.576
C -2.463 -2.037 1.781
C -2.673 -2.246 0.276
C -4.129 -2.611 0.025
C -1.795 -3.434 -0.133
Sb -1.802 -0.441 -0.677
C -2.460 -0.536 -2.787
C -2.016 0.753 -3.490
C -3.939 -0.773 -3.061
C -1.641 -1.671 -3.414
C -3.010 1.168 0.223
C -2.977 2.397 -0.685
C -4.466 0.845 0.536
C -2.267 1.531 1.514
H -2.651 -2.979 2.309
H -3.145 -1.293 2.194
H -1.442 -1.722 2.010
H -4.395 -3.467 0.659
H -4.305 -2.914 -1.010
H -4.820 -1.800 0.261
H -2.073 -4.313 0.460
H -0.733 -3.240 0.042
H -1.927 -3.702 -1.182
H -2.668 1.596 -3.270
H -2.049 0.595 -4.574
H -0.993 1.039 -3.229
H -4.578 -0.047 -2.554
H -4.258 -1.770 -2.758
H -4.132 -0.685 -4.138
H -0.568 -1.495 -3.307
H -1.862 -1.732 -4.485
H -1.866 -2.647 -2.981
H -3.661 2.294 -1.530
H -1.977 2.603 -1.074
H -3.302 3.275 -0.113
H -5.019 0.531 -0.352
H -4.959 1.742 0.930
H -4.569 0.064 1.290
H -1.250 1.872 1.303
H -2.191 0.697 2.213
H -2.798 2.345 2.021

(5)
81
Properties=species:S:1:pos:R:3 method="wB97M-V/def2-TZVPD" energy_ev=-66388.1872 multiplicity=2 charge=+1 homo_lumo_gap_ev="6.697 / 5.744" e_above_lowest_kcal_mol=58.7
Pd -2.390 0.789 -1.699
C -4.422 0.691 -3.864
N -4.331 1.081 -2.443
C -5.245 0.266 -1.611
C -4.529 2.511 -2.174
C -3.452 3.347 -2.787
N -2.159 2.817 -2.352
C -1.041 3.479 -2.707
C 0.210 3.020 -2.213
F 0.250 1.971 -1.424
C 1.392 3.638 -2.539
F 2.520 3.145 -2.045
C 1.419 4.757 -3.359
C 0.217 5.242 -3.850
F 0.201 6.317 -4.630
C -0.979 4.641 -3.550
F -2.063 5.178 -4.083
H -5.427 0.907 -4.243
H -4.220 -0.371 -3.938
H -3.687 1.226 -4.459
H -6.272 0.408 -1.962
H -5.162 0.567 -0.574
H -4.965 -0.777 -1.710
H -4.505 2.622 -1.091
H -5.510 2.844 -2.532
H -3.586 4.381 -2.473
H -3.501 3.348 -3.875
H 2.353 5.245 -3.610
N -2.635 -1.108 -2.104
C -2.283 -1.981 -1.364
N -1.920 -2.930 -0.660
C -2.224 -3.228 0.602
N -2.429 -3.528 1.697
C -2.290 0.584 2.565
C -2.218 0.581 1.075
O -3.186 1.035 0.437
N -1.218 0.056 0.295
Te 0.745 -0.094 0.904
C 2.173 0.107 2.511
C 3.470 -0.038 2.044
C 3.887 -0.241 0.608
C 4.455 0.012 3.037
C 4.174 0.218 4.374
C 5.277 0.279 5.401
C 2.849 0.394 4.753
C 1.809 0.366 3.833
C 0.416 0.606 4.298
C 1.193 -2.016 0.270
C 1.163 -3.084 1.183
C 0.802 -2.964 2.642
C 1.497 -4.348 0.694
C 1.830 -4.559 -0.635
C 2.165 -5.938 -1.145
C 1.815 -3.475 -1.507
C 1.490 -2.195 -1.090
C 1.435 -1.088 -2.118
H -3.254 0.977 2.871
H -1.515 1.201 2.990
H -2.167 -0.433 2.946
H 3.314 0.388 -0.070
H 3.749 -1.279 0.297
H 4.940 0.012 0.493
H 5.487 -0.103 2.722
H 6.259 0.297 4.931
H 5.239 -0.589 6.063
H 5.179 1.167 6.027
H 2.611 0.572 5.797
H 0.402 0.905 5.345
H -0.201 -0.290 4.190
H -0.040 1.411 3.731
H -0.073 -2.339 2.800
H 1.628 -2.542 3.224
H 0.567 -3.945 3.048
H 1.466 -5.194 1.374
H 2.167 -6.671 -0.339
H 3.146 -5.950 -1.624
H 1.434 -6.259 -1.890
H 2.049 -3.633 -2.555
H 1.462 -1.514 -3.120
H 2.277 -0.399 -2.022
H 0.517 -0.504 -2.032

(6)
17
Properties=species:S:1:pos:R:3 method="wB97M-V/def2-TZVPD" smiles=CNCCCS energy_ev=-16650.7794 multiplicity=1 charge=0 homo_lumo_gap_ev=9.659 e_above_lowest_kcal_mol=23.4
C -2.329 -0.212 -2.143
N -1.377 0.552 -1.286
C -1.177 -0.103 0.017
C -0.259 0.789 0.877
C 1.240 0.769 0.632
S 1.932 -0.868 0.909
H -3.384 -0.033 -1.981
H -2.117 -1.280 -2.187
H -2.135 0.233 -3.133
H -0.566 0.790 -1.839
H -0.810 -1.135 0.048
H -2.255 -0.139 0.303
H -0.314 0.424 1.906
H -0.745 1.755 0.695
H 1.721 1.570 1.224
H 1.495 1.149 -0.379
H 2.320 -0.738 2.184

(7)
10
Properties=species:S:1:pos:R:3 method="wB97M-V/def2-TZVPD" smiles="NCC(=O)O" energy_ev=-7738.3323 multiplicity=1 charge=0 homo_lumo_gap_ev=10.316 e_above_lowest_kcal_mol=55.8
N 1.870 -0.012 -0.174
C 0.668 -0.917 0.101
C -0.702 -0.093 0.123
O -1.904 -0.495 -0.113
O -0.476 1.280 0.038
H 1.917 0.882 -0.720
H 2.038 0.355 0.830
H 0.677 -1.261 -0.918
H 0.997 -1.536 0.970
H 0.531 1.425 0.313

(8)
86
Properties=species:S:1:pos:R:3 method="wB97M-V/def2-TZVPD" energy_ev=-60959.1022 multiplicity=1 charge=+3 homo_lumo_gap_ev=6.446
Pd 0.164 0.614 -0.103
C -0.538 1.830 4.038
Sb 0.450 1.921 2.165
C 2.121 0.683 2.638
C 1.466 3.816 2.327
C 0.613 5.040 2.451
C 0.160 5.403 3.720
C -0.626 6.525 3.921
C -0.976 7.325 2.842
C -0.522 6.990 1.579
C 0.269 5.857 1.368
C 0.758 5.622 -0.027
Sb -0.689 4.535 -1.183
C -2.522 4.624 -0.163
C -0.785 5.381 -3.104
H -1.183 2.693 4.183
H 0.264 1.832 4.775
H -1.119 0.919 4.142
H 2.888 1.286 3.124
H 2.541 0.217 1.750
H 1.790 -0.093 3.327
H 2.211 3.857 1.533
H 2.005 3.650 3.262
H 0.458 4.808 4.576
H -0.945 6.789 4.921
H -1.573 8.215 2.985
H -0.761 7.643 0.745
H 1.747 5.193 -0.168
H 0.690 6.550 -0.604
H -2.895 5.624 -0.397
H -2.340 4.536 0.906
H -3.210 3.872 -0.535
H -0.215 6.309 -3.064
H -1.829 5.583 -3.337
H -0.339 4.731 -3.853
C -2.211 -5.431 2.420
C -0.894 -4.795 2.911
C -0.972 -4.568 4.425
C 0.278 -5.732 2.592
C -0.754 -3.481 2.170
C -1.285 -2.286 2.663
C -1.119 -1.112 1.969
N -0.475 -1.055 0.789
C -0.041 -2.214 0.238
C -0.146 -3.410 0.916
C 0.523 -2.081 -1.113
C 0.700 -3.143 -1.973
C 1.261 -2.951 -3.238
C 1.644 -1.645 -3.545
C 1.409 -0.618 -2.659
N 0.831 -0.814 -1.464
C 1.419 -4.076 -4.242
C 0.267 -3.927 -5.255
C 1.333 -5.450 -3.573
C 2.765 -3.953 -4.972
H -2.355 -6.385 2.928
H -2.187 -5.621 1.346
H -3.070 -4.796 2.642
H -0.959 -5.532 4.931
H -1.896 -4.070 4.724
H -0.122 -3.990 4.794
H 0.239 -6.591 3.259
H 1.243 -5.243 2.739
H 0.231 -6.123 1.575
H -1.831 -2.259 3.595
H -1.552 -0.192 2.328
H 0.249 -4.303 0.454
H 0.405 -4.132 -1.655
H 2.116 -1.411 -4.489
H 1.704 0.392 -2.896
H -0.705 -4.041 -4.773
H 0.359 -4.700 -6.018
H 0.297 -2.957 -5.755
H 0.343 -5.647 -3.157
H 2.083 -5.568 -2.788
H 1.516 -6.221 -4.320
H 2.803 -3.085 -5.631
H 2.910 -4.831 -5.599
H 3.601 -3.901 -4.272
O -0.077 2.582 -1.428
N 0.136 2.044 -2.692
C -0.888 1.915 -3.447
C -2.213 2.329 -3.067
N -3.236 2.701 -2.702
C -0.678 1.266 -4.711
N -0.524 0.734 -5.716

(9)
89
Properties=species:S:1:pos:R:3 method="wB97M-V/def2-TZVPD" smiles="CCOCCCCC[C@@H](O)O[C@H](N=C=O)[C@](O[C@@](O)(CCCOC)[PH2]=N)(C(F)(F)c1cccc(C(F)(F)F)c1)C(F)(F)C(F)(F)F.NC(N)=O" energy_ev=-87411.8818 multiplicity=1 charge=0 homo_lumo_gap_ev=7.680
C 6.117 -2.290 3.184
C 6.896 -2.308 1.736
O 5.972 -2.179 0.564
C 5.299 -0.858 0.635
C 5.112 -0.129 -0.826
C 4.086 -0.896 -1.852
C 2.642 -1.319 -1.200
C 1.466 -0.254 -1.619
C 1.706 1.251 -1.027
O 2.082 2.099 -2.175
O 0.656 1.787 -0.159
C -0.530 2.252 -0.873
N -0.429 3.715 -1.199
C 0.563 4.378 -0.538
O 1.514 4.841 0.314
C -1.985 1.797 -0.165
O -1.813 0.506 0.355
C -1.463 0.111 1.648
O -1.428 1.044 2.768
C -2.478 -1.187 1.992
C -2.526 -1.598 3.568
C -3.935 -2.479 3.769
O -3.629 -3.473 4.815
C -4.861 -4.276 4.952
P 0.266 -0.800 1.839
N 1.450 0.191 2.307
C -2.953 1.522 -1.515
F -2.777 2.498 -2.601
F -4.413 1.536 -1.193
C -2.721 -0.021 -2.121
C -1.637 -0.440 -3.266
C -1.433 -1.971 -3.856
C -2.414 -3.164 -3.301
C -3.545 -2.767 -2.175
C -4.559 -3.951 -1.659
F -5.819 -3.277 -1.165
F -5.013 -4.757 -2.855
F -3.986 -4.876 -0.655
C -3.715 -1.243 -1.557
C -2.681 3.009 0.639
F -3.205 4.135 -0.232
F -1.689 3.725 1.534
C -3.937 2.700 1.637
F -4.385 1.304 1.731
F -5.161 3.466 1.179
F -3.673 3.276 3.011
H 5.002 -2.666 3.122
H 6.151 -1.244 3.733
H 6.672 -3.046 3.914
H 7.716 -1.445 1.746
H 7.521 -3.319 1.696
H 6.024 -0.157 1.265
H 4.316 -0.957 1.266
H 6.190 -0.118 -1.337
H 4.848 1.001 -0.629
H 4.592 -1.899 -2.240
H 3.986 -0.208 -2.814
H 2.637 -1.444 -0.036
H 2.342 -2.367 -1.663
H 0.378 -0.576 -1.326
H 1.475 -0.177 -2.810
H 2.689 1.184 -0.351
H 2.877 1.679 -2.644
H -0.480 1.693 -1.929
H -2.297 1.143 3.247
H -3.533 -1.071 1.469
H -1.981 -2.115 1.426
H -1.673 -2.306 3.943
H -2.608 -0.716 4.331
H -4.783 -1.770 4.186
H -4.249 -3.042 2.773
H -5.678 -3.762 4.272
H -5.284 -4.261 6.059
H -4.701 -5.376 4.569
H 0.509 -1.543 0.633
H 0.172 -1.815 2.900
H 1.812 -0.123 3.243
H -0.928 0.419 -3.689
H -0.593 -2.166 -4.653
H -2.264 -4.250 -3.753
H -4.546 -1.040 -0.725
N 2.550 6.696 -4.889
C 1.848 5.601 -4.547
N 1.803 5.357 -3.224
O 1.296 4.887 -5.369
H 3.011 7.297 -4.227
H 2.608 6.916 -5.875
H 1.285 4.542 -2.924
H 2.251 5.934 -2.532

Copy entry 7 word for word.
10
Properties=species:S:1:pos:R:3 method="wB97M-V/def2-TZVPD" smiles="NCC(=O)O" energy_ev=-7738.3323 multiplicity=1 charge=0 homo_lumo_gap_ev=10.316 e_above_lowest_kcal_mol=55.8
N 1.870 -0.012 -0.174
C 0.668 -0.917 0.101
C -0.702 -0.093 0.123
O -1.904 -0.495 -0.113
O -0.476 1.280 0.038
H 1.917 0.882 -0.720
H 2.038 0.355 0.830
H 0.677 -1.261 -0.918
H 0.997 -1.536 0.970
H 0.531 1.425 0.313